Entry from the Open Molecules 2025 dataset: one molecule with the formula C5H8N2 (ωB97M-V with the def2-TZVPD basis set).

## Properties
SMILES string: CC1=C[C@]2(N)N[C@H]12
Relative energy (zero: lowest compared OMol25 entry of this formula, charge and spin) (kcal per mole): 70.5
HOMO energy (eV): -8.12
Strongest force on any atom (eV Å⁻¹): 0.4
Gap between HOMO and LUMO (eV): 9.124

Last column: Mulliken charge in e.
Positions of all 15 atoms, in Å:
C1 1.62 0.33 -1.64  -1.1085
C2 0.66 0.16 -0.52  0.5474
C3 0.51 0.70 0.70  -0.9706
C4 -0.77 -0.10 0.96  0.7112
N1 -1.89 0.42 1.66  -0.6024
N2 -0.55 -1.52 0.88  -0.5799
C5 -0.57 -0.74 -0.37  -0.4745
H1 1.09 0.69 -2.53  0.2719
H2 2.40 1.06 -1.40  0.3103
H3 2.11 -0.62 -1.92  0.2814
H4 1.11 1.35 1.32  0.3921
H5 -2.15 1.31 1.26  0.2723
H6 -2.67 -0.22 1.56  0.2685
H7 0.39 -1.80 1.16  0.3010
H8 -1.29 -1.02 -1.13  0.3799